79
Properties=species:S:1:pos:R:3:forces:R:3 method="wB97M-V/def2-TZVPD" charge=+2 homo_lumo_gap_ev="3.161 / 4.205" e_tot_ev=-141726.5356 lumo_energy_ev="-9.71 / -8.63" e_homo_ev="-12.87 / -12.84"
C -0.620467 7.373544 -6.283641 0.144 -0.020 -0.003
C -0.746644 5.992722 -6.559588 -0.140 0.432 -0.411
C -1.106353 5.619169 -7.876233 0.104 0.034 0.018
C -1.242370 6.618954 -8.851474 0.105 -0.305 0.944
N -1.074719 7.904597 -8.562423 0.017 0.493 -0.585
C -0.776263 8.294957 -7.328931 -0.075 -0.903 0.391
C -0.537055 5.011330 -5.511590 -0.064 -0.800 1.248
C -0.412494 4.236318 -4.570814 -0.218 1.187 -1.571
C -0.489765 3.258723 -3.527813 0.148 -0.459 0.250
C 0.489368 3.101825 -2.522055 -0.325 0.045 -0.021
C 0.383991 2.066452 -1.588866 0.164 -0.172 -0.397
C -0.709197 1.222907 -1.664390 -0.659 -0.597 -0.079
C -1.792338 1.466048 -2.505027 0.508 -0.125 -0.489
C -1.616476 2.410185 -3.507019 -0.590 0.526 -0.111
Sn -0.569127 -0.958463 -1.199598 0.835 1.370 2.870
P 2.014103 -1.215144 -1.077180 0.265 -0.344 -0.512
H -1.284381 4.575959 -8.164229 0.229 0.424 0.304
H -0.402580 7.748589 -5.276388 -0.004 -0.366 -0.433
H -1.488769 6.364027 -9.887025 0.054 0.113 0.390
H -0.650762 9.367269 -7.151293 -0.096 -0.381 -0.096
H -2.380179 2.519563 -4.290211 0.324 0.143 0.485
H 1.336023 3.779138 -2.453585 -0.180 -0.005 -0.130
H -2.719322 0.897013 -2.406280 0.297 0.037 -0.324
H 1.127323 1.935698 -0.806958 -0.101 0.017 -0.452
C 2.592757 -2.776123 -0.307867 -0.378 -0.333 0.304
C 3.503078 -3.623378 -1.198450 0.175 -0.125 -0.031
H 1.689828 -3.332338 -0.008858 0.286 0.074 -0.077
H 3.106430 -2.519718 0.635630 -0.306 0.058 -0.357
H 3.721630 -4.583976 -0.716952 -0.094 0.239 -0.054
H 3.027357 -3.838995 -2.159617 0.173 -0.102 0.158
H 4.461200 -3.125783 -1.387602 -0.269 -0.163 -0.023
C 1.977205 -1.421010 -2.923551 0.193 0.171 -0.418
C 2.950185 -0.525070 -3.686035 0.289 0.043 -0.425
H 0.961849 -1.135167 -3.267084 0.383 -0.038 0.167
H 2.082265 -2.479557 -3.212396 0.115 0.366 0.212
H 2.749762 -0.606915 -4.764879 0.122 0.077 0.319
H 2.818944 0.529766 -3.403822 0.073 -0.316 -0.113
H 3.998405 -0.811825 -3.522975 -0.369 0.121 -0.058
C 3.304978 -0.008911 -0.587259 0.065 0.723 0.074
C 4.743867 -0.545621 -0.685024 0.205 -0.177 -0.068
H 3.089746 0.272857 0.457535 -0.037 -0.179 -0.297
H 3.202296 0.918076 -1.173904 -0.089 -0.372 0.108
H 5.470576 0.259934 -0.505846 -0.364 -0.152 0.018
H 4.930375 -1.324792 0.064573 -0.018 0.218 -0.205
H 4.970443 -0.961067 -1.675576 -0.068 0.149 0.314
Br -0.664164 -1.589770 1.307311 -0.356 -0.245 -0.830
P -2.480395 -3.176221 -3.999657 1.640 2.549 1.539
C -0.664790 -3.370249 -3.978742 -0.033 -0.655 -0.845
C -0.360536 -4.847477 -4.249904 0.349 -0.463 -0.043
H -0.258952 -3.043328 -3.008227 -0.445 -0.095 -0.106
H -0.221677 -2.726518 -4.752390 -0.266 -0.171 0.072
H 0.686533 -5.002453 -4.529305 -0.194 0.050 0.088
H -0.567485 -5.465919 -3.369585 -0.001 0.082 -0.150
H -0.986223 -5.215556 -5.072115 0.292 -0.031 0.112
C -2.946903 -3.061862 -2.239588 -0.657 -1.059 0.048
C -4.364446 -3.630834 -2.075377 -0.377 -0.036 0.272
H -2.899690 -2.016016 -1.885056 -0.039 -0.210 -0.509
H -2.225301 -3.650078 -1.649961 -0.159 0.093 -0.260
H -4.598503 -3.803765 -1.021695 0.051 0.062 -0.167
H -5.114907 -2.942333 -2.475132 0.083 -0.101 0.025
H -4.462810 -4.583491 -2.606937 -0.032 0.117 0.210
C -2.782066 -1.543807 -4.770935 -1.015 -0.442 -0.503
C -3.028567 -1.775394 -6.268720 -0.081 0.095 -0.410
H -1.945318 -0.857526 -4.590419 0.126 -0.342 0.203
H -3.673860 -1.113319 -4.297928 0.092 -0.137 -0.063
H -3.466479 -0.894670 -6.744794 0.114 -0.085 0.124
H -2.105121 -2.015558 -6.803231 -0.066 0.020 0.095
H -3.722361 -2.609855 -6.417496 0.036 0.213 -0.065
Cl 2.637673 3.750154 3.051076 0.254 0.129 0.135
C 1.131036 2.981439 2.794510 -0.559 -0.759 -0.645
C 0.075887 3.098903 3.696705 -0.030 -0.203 -0.380
C -1.122614 2.436078 3.409865 0.341 0.030 -0.257
C -1.230266 1.743568 2.201797 0.028 0.330 0.736
N -0.219181 1.650627 1.352703 0.511 -0.542 -0.596
C 0.955039 2.192805 1.637509 -0.280 0.815 1.088
H 0.219206 3.699964 4.584915 -0.139 -0.085 0.059
H -1.958334 2.445301 4.100286 0.113 0.146 -0.050
H -2.150769 1.224638 1.936886 0.152 0.156 0.013
H 1.799020 2.041456 0.957499 -0.282 0.150 0.226



79
Properties=species:S:1:pos:R:3:forces:R:3 method="wB97M-V/def2-TZVPD" charge=+4 homo_lumo_gap_ev="6.128 / 5.090" e_tot_ev=-138066.8187 lumo_energy_ev="-13.59 / -14.48" spin_multiplicity=4 e_homo_ev="-19.72 / -19.57" e_above_lowest_kcal_mol=0.0
C 3.030606 5.329752 -0.832509 -0.300 -0.748 -0.830
C 2.039150 4.465257 -1.352074 0.461 0.257 -0.723
C 1.941486 4.298698 -2.753494 0.662 0.387 0.632
C 2.929856 4.877636 -3.565472 -0.043 -0.168 -1.654
N 3.902503 5.623077 -3.056265 -2.781 -1.582 2.627
C 3.962145 5.860197 -1.748366 1.250 1.077 0.337
C 1.068573 3.755087 -0.556901 -1.579 1.518 0.730
C -0.004737 3.578312 0.014915 1.517 -1.106 -1.210
C -1.065479 2.788459 0.542770 -1.282 -0.394 0.302
C -0.768528 2.010607 1.714979 -0.851 0.191 0.821
C -1.825724 1.339321 2.444161 0.622 1.026 -0.369
C -2.952445 1.080846 1.627784 -2.201 -1.550 -0.104
C -3.353065 1.873928 0.532127 0.720 -0.647 0.918
C -2.388993 2.773188 0.035771 0.593 0.379 -0.078
Tc -1.049207 -0.349707 1.393337 -1.717 -1.532 -1.191
P 0.985672 -0.448650 0.405063 3.569 0.085 -0.980
H 1.095921 3.747910 -3.187874 0.709 0.260 -0.042
H 3.082564 5.553200 0.240904 0.284 0.025 -0.631
H 2.895077 4.707117 -4.643276 0.113 0.218 0.107
H 4.779104 6.492676 -1.390209 -0.128 -0.060 -0.075
H -2.672119 3.463049 -0.757555 0.096 -0.143 0.105
H 0.159787 2.274850 2.218884 -0.304 -0.149 0.068
H -4.379327 1.816339 0.147703 0.562 -0.081 -0.069
H -1.818089 1.338906 3.530462 -0.232 -0.498 -0.158
C 1.822819 -2.123641 0.525654 -0.649 -0.181 0.351
C 3.070161 -2.372899 -0.332628 0.366 0.028 -0.272
H 1.037654 -2.867146 0.295405 0.355 0.206 0.138
H 2.074870 -2.265011 1.592167 -0.203 0.132 -0.296
H 3.412693 -3.409164 -0.203441 -0.313 0.200 0.068
H 2.894984 -2.236177 -1.407465 -0.054 -0.018 0.270
H 3.921845 -1.750086 -0.032253 -0.353 -0.108 -0.140
C 1.176443 0.188997 -1.328991 -0.853 -0.232 -0.040
C 2.561033 0.690557 -1.746837 0.291 0.105 -0.072
H 0.431871 1.000680 -1.370256 0.184 -0.070 -0.219
H 0.824284 -0.592300 -2.021587 0.172 0.298 0.361
H 2.576006 0.902477 -2.825024 -0.199 -0.148 0.226
H 2.816731 1.636783 -1.251181 0.046 -0.373 0.053
H 3.347729 -0.055700 -1.570191 -0.274 0.396 -0.014
C 2.060704 0.722289 1.364017 -0.374 -0.205 0.145
C 3.553907 0.417150 1.419373 0.419 0.112 0.116
H 1.652533 0.694654 2.386422 0.315 0.111 -0.252
H 1.837300 1.716442 0.947420 0.164 -0.235 0.138
H 4.049289 1.129880 2.090117 -0.191 -0.155 -0.033
H 3.726255 -0.582881 1.828306 0.087 0.211 -0.061
H 4.070188 0.508304 0.457641 -0.273 -0.125 0.214
Br -4.115105 -0.695447 2.073743 1.661 2.651 -0.235
P -1.871861 -1.803101 -1.068201 0.245 0.515 1.684
C -0.695888 -2.624090 -2.169619 0.676 0.485 0.125
C -1.255384 -3.834651 -2.896314 -0.080 -0.270 -0.261
H 0.175816 -2.891797 -1.552597 -0.189 -0.088 -0.314
H -0.347749 -1.867317 -2.883209 -0.090 -0.178 0.005
H -0.478294 -4.185998 -3.580756 -0.203 -0.103 0.053
H -1.499274 -4.647118 -2.204450 0.071 0.107 -0.283
H -2.143084 -3.581945 -3.487257 0.221 -0.119 0.108
C -2.940557 -3.134051 -0.426137 -0.112 0.085 0.555
C -4.245734 -3.316076 -1.181644 -0.516 -0.328 -0.261
H -3.164320 -2.894254 0.627301 0.180 -0.182 -0.432
H -2.355306 -4.066053 -0.450452 -0.057 0.367 0.160
H -4.897704 -3.969203 -0.588643 0.070 0.177 -0.181
H -4.763809 -2.362014 -1.336739 0.005 -0.284 0.056
H -4.094248 -3.814468 -2.148947 -0.076 0.258 0.246
C -2.728321 -0.473398 -1.986970 0.022 0.094 0.388
C -3.264526 -0.870744 -3.360120 -0.243 -0.062 -0.250
H -1.981852 0.337080 -2.064526 -0.179 -0.227 -0.071
H -3.501465 -0.091077 -1.300507 0.041 -0.209 -0.321
H -3.795485 -0.012810 -3.793552 0.192 -0.234 0.013
H -2.447806 -1.155352 -4.039246 -0.301 0.100 0.162
H -3.984349 -1.699449 -3.296952 0.314 0.313 -0.078
Cl 0.203412 0.897166 6.587078 0.071 -0.575 -0.115
C 0.004623 -0.457828 5.536407 0.445 0.437 -0.399
C -0.110648 -1.779786 5.982348 0.019 0.023 -0.945
C -0.307590 -2.776952 5.007460 0.032 0.315 -0.069
C -0.519203 -2.414792 3.669224 -0.256 0.359 0.051
N -0.445367 -1.104288 3.268542 0.754 0.145 0.316
C -0.015687 -0.172958 4.169683 -0.900 -0.473 0.539
H -0.009142 -1.982342 7.040339 -0.090 -0.233 -0.001
H -0.314915 -3.839348 5.280778 -0.123 0.522 -0.113
H -0.789357 -3.172694 2.911970 0.150 0.577 0.439
H 0.186122 0.853870 3.840437 -0.159 -0.677 0.214